Molecular formula: C31H37AsIrPS4
Method: DFT, ωB97M-V/def2-TZVPD

```
! RIJCOSX wB97M-V def2-TZVPD def2/J DEFGRID3
* xyz 3 2
Ir -0.38639 0.62703 0.61616
C -0.75183 1.02956 3.92987
C -0.05896 2.28828 3.44892
S -0.47195 2.74768 1.73890
C -2.24744 3.16459 1.90803
C -3.10072 2.55062 0.81970
S -2.83305 0.77584 0.56993
C -3.33973 0.08246 2.18603
C -2.35446 -0.93307 2.73391
S -0.62177 -0.36998 2.75241
H -1.80903 1.20245 4.12062
H -0.30258 0.68697 4.86186
H 1.02444 2.17319 3.45893
H -0.30396 3.13190 4.09542
H -2.32067 4.25115 1.87036
H -2.56398 2.85235 2.90160
H -2.87752 2.98266 -0.15542
H -4.15929 2.71561 1.02379
H -4.30517 -0.40058 2.03601
H -3.49676 0.91352 2.87139
H -2.34369 -1.84229 2.13643
H -2.61143 -1.21243 3.75711
C 0.37820 -2.00496 -4.90148
C 1.19810 -1.13706 -4.18315
C 0.98786 -0.95408 -2.83032
C -0.03921 -1.64545 -2.18160
C -0.84415 -2.52668 -2.89598
C -0.63625 -2.69597 -4.26013
P -0.16011 -1.47366 -0.39339
C -1.32016 -2.69997 0.22505
C -0.97952 -3.60132 1.23490
C -1.94310 -4.45769 1.75294
C -3.24213 -4.42416 1.26468
C -3.58388 -3.53484 0.25151
C -2.62981 -2.67200 -0.26599
C 1.52824 -1.89298 0.13656
C 2.14256 -3.12512 -0.10286
C 3.47255 -3.32405 0.24256
C 4.20825 -2.28103 0.79069
C 3.62498 -1.01580 0.98377
C 4.37798 0.06703 1.47057
C 3.79113 1.33662 1.58993
C 2.46627 1.52689 1.25751
C 1.62717 0.47419 0.80866
C 2.25681 -0.81680 0.65533
H 0.54271 -2.14984 -5.96086
H 2.00867 -0.62320 -4.68439
H 1.63522 -0.29671 -2.26247
H -1.62740 -3.08906 -2.40569
H -1.26445 -3.37892 -4.81562
H 0.01968 -3.62935 1.64471
H -1.67592 -5.15407 2.53637
H -3.98647 -5.10110 1.66253
H -4.59028 -3.52570 -0.14678
H -2.90269 -1.99921 -1.07137
H 1.58362 -3.92699 -0.57061
H 3.94014 -4.28408 0.07057
H 5.24784 -2.43148 1.05558
H 5.41729 -0.07819 1.73987
H 4.38872 2.16751 1.94251
H 2.06178 2.53039 1.33599
C 0.28242 3.39421 -4.06437
As 0.76157 3.12036 -2.23250
C 2.58242 2.52246 -2.15556
C 0.63524 4.79982 -1.31396
S -0.68587 1.65892 -1.54212
H 0.92681 4.16526 -4.48516
H -0.75687 3.71323 -4.11328
H 0.40687 2.45827 -4.60538
H 3.22814 3.35299 -2.44128
H 2.71961 1.70069 -2.85369
H 2.82309 2.20030 -1.14354
H 1.31635 5.50900 -1.78459
H 0.90265 4.67183 -0.26773
H -0.38669 5.16401 -1.39884
*
```

## Properties
⟨S²⟩   0.773
M   836.02 Da
Relative energy (zero: lowest compared OMol25 entry of this formula, charge and spin)   0.0000 eV
Orbital gap (spin up / spin down)   7.8 / 5.2 eV
HOMO energy (spin up / spin down)   -0.603 / -0.607 Ha
E_LUMO (spin up / spin down)   -0.31510 / -0.41529 Eh

=====

Molecular formula: C47H37N4SbW
Method: DFT, ωB97M-V/def2-TZVPD

```
! RIJCOSX wB97M-V def2-TZVPD def2/J DEFGRID3
* xyz 2 1
W -0.03676 0.50056 -0.46392
C -5.66600 -4.86769 -1.34036
C -4.52052 -5.14142 -0.60640
C -3.53338 -4.17516 -0.47558
C -3.68815 -2.92860 -1.07563
C -4.84182 -2.65747 -1.80581
C -5.82533 -3.62616 -1.94110
C -2.62870 -1.88864 -0.91834
C -1.43974 -2.04249 -1.56760
C -1.20371 -3.12611 -2.49385
C 0.07346 -3.08758 -2.87974
C 0.72948 -2.00094 -2.18827
N -0.24444 -1.26242 -1.44783
C 2.08310 -1.85742 -2.19700
C 2.73187 -0.87435 -1.41400
C 4.16826 -0.71781 -1.22482
C 4.35596 0.35620 -0.43605
C 3.04507 0.89487 -0.14877
C 2.59967 2.03240 0.42602
C 3.33691 2.98636 1.23856
C 4.44311 2.58521 1.99671
C 5.14166 3.50876 2.75204
C 4.74353 4.84052 2.76252
C 3.63707 5.24679 2.02795
C 2.92944 4.32395 1.27910
C 1.19404 2.27853 0.05400
N 0.14702 2.33396 0.92964
C -0.96985 2.56783 0.19577
C -2.30751 2.50450 0.81605
C -2.89200 3.70740 1.40848
C -2.06487 4.61590 2.07646
C -2.60493 5.74610 2.66440
C -3.96810 5.99391 2.57184
C -4.79280 5.11226 1.88520
C -4.26014 3.97513 1.30514
C -2.84037 1.27259 0.72281
C -4.12310 0.72002 1.10494
C -4.18635 -0.51397 0.57608
C -2.93346 -0.75173 -0.13190
N -2.11313 0.27682 0.00816
C -0.68943 2.58812 -1.19004
C 0.72722 2.44314 -1.30471
N 2.06942 0.06962 -0.76811
C 2.92580 -2.77497 -3.02151
C 3.00723 -2.59479 -4.39930
C 3.79760 -3.43787 -5.16741
C 4.51285 -4.46226 -4.56266
C 4.43629 -4.64366 -3.18887
C 3.64585 -3.80163 -2.41983
H -6.43375 -5.62225 -1.44527
H -4.39465 -6.10728 -0.13579
H -2.63693 -4.38833 0.09596
H -4.96470 -1.69084 -2.28122
H -6.71453 -3.41299 -2.51900
H -1.96246 -3.83180 -2.78832
H 0.58186 -3.75993 -3.55080
H 4.91876 -1.34312 -1.68041
H 5.29426 0.79262 -0.13554
H 4.73481 1.54268 2.01528
H 5.99095 3.19169 3.34174
H 5.29214 5.56148 3.35366
H 3.32952 6.28349 2.03968
H 2.07114 4.64503 0.70032
H -1.00313 4.41749 2.16251
H -1.96383 6.43657 3.19525
H -4.38646 6.88257 3.02476
H -5.84977 5.32051 1.79076
H -4.89867 3.31694 0.73060
H -4.86919 1.22355 1.69671
H -4.99758 -1.22092 0.63654
H -1.40998 2.71128 -1.98404
H 1.33361 2.50587 -2.19358
H 2.45104 -1.79236 -4.86979
H 3.85615 -3.29243 -6.23768
H 5.12866 -5.11965 -5.16136
H 4.98833 -5.44464 -2.71565
H 3.58138 -3.95095 -1.34761
C 2.39631 -1.24212 2.42635
Sb 0.42094 -0.65264 1.98663
C -0.64857 -2.46176 2.20834
C -0.18324 0.50169 3.63522
H 2.40569 -1.69032 3.41816
H 3.05266 -0.37543 2.40566
H 2.72664 -1.97008 1.68738
H -0.51610 -2.80801 3.23194
H -0.25232 -3.20073 1.51386
H -1.70616 -2.30034 2.00815
H 0.07787 -0.01494 4.55656
H -1.26112 0.64687 3.58031
H 0.31311 1.46721 3.58125
*
```

## Properties
M   963.44 Da
Orbital gap   5.8 eV
HOMO energy   -0.466 Ha
E_LUMO   -0.25218 Eh

=====

Molecular formula: H22O11
Method: DFT, ωB97M-V/def2-TZVPD

```
! RIJCOSX wB97M-V def2-TZVPD def2/J DEFGRID3
* xyz 0 1
O -3.38448 -1.58169 -0.79534
H -4.14107 -2.16459 -0.89656
H -3.42477 -1.27713 0.12309
O -1.30349 -1.07683 2.30551
H -0.83566 -0.67283 3.04163
H -0.71610 -1.78431 1.99937
O 3.32096 0.35337 -2.34983
H 2.58825 -0.15607 -1.99172
H 3.31824 0.15204 -3.29063
O -1.48243 2.24363 -1.70293
H -0.68093 1.90287 -1.28721
H -2.15474 2.18119 -1.01777
O 0.86863 -3.07799 2.47229
H 1.10197 -3.29542 3.38009
H 1.55965 -2.47869 2.16631
O 0.30985 -0.20726 -3.20442
H -0.61065 0.08084 -3.20635
H 0.39359 -0.67049 -2.36623
O 1.49140 3.00947 -1.70795
H 1.69649 2.13057 -2.04693
H 1.42535 2.91388 -0.74777
O -0.13314 0.08805 -0.13873
H -0.87520 -0.35874 0.28865
H 0.61835 -0.50731 -0.06457
O 1.19122 2.82072 1.12399
H 1.62520 3.48066 1.67272
H 1.05738 2.05403 1.68689
O 2.49343 -1.17674 0.06107
H 3.30742 -1.55504 -0.29119
H 2.79202 -0.59375 0.76766
O -3.79621 -0.06088 1.67261
H -4.57955 -0.29483 2.17824
H -3.04099 -0.42072 2.16602
*
```

## Properties
SMILES   O.O.O.O.O.O.O.O.O.O.O
M   198.17 Da
Relative energy (zero: lowest compared OMol25 entry of this formula, charge and spin)   1.4728 eV
Orbital gap   9.2 eV
HOMO energy   -0.359 Ha
E_LUMO   -0.02143 Eh

=====

Molecular formula: CH2FO4S
Method: DFT, ωB97M-V/def2-TZVPD

```
! RIJCOSX wB97M-V def2-TZVPD def2/J DEFGRID3
* xyz -1 1
C 0.42397 -0.89910 -0.00774
O -1.92154 0.26275 -0.93293
O 0.29717 1.58658 -0.65137
O -1.26949 0.88165 1.27224
O 1.09998 -1.03884 -1.01830
F -0.04406 -1.98989 0.69414
S -0.79179 0.44409 0.00064
H 1.25115 -0.09162 1.37931
H 0.95462 0.84437 -0.73599
*
```

## Properties
M   129.09 Da
Relative energy (zero: lowest compared OMol25 entry of this formula, charge and spin)   3.2669 eV
Orbital gap   8.3 eV
HOMO energy   -0.157 Ha
E_LUMO   0.14801 Eh

=====

Molecular formula: C2H6N3OS
Method: DFT, ωB97M-V/def2-TZVPD

```
! RIJCOSX wB97M-V def2-TZVPD def2/J DEFGRID3
* xyz 1 1
C -0.56723 -0.62352 -0.07462
C 0.85880 1.50042 -0.28649
N 1.90180 0.88297 0.46013
N 0.71095 -1.44391 0.12576
N -1.86011 -0.98124 -0.04306
O -0.42508 0.68235 -0.13652
S 2.24955 -0.69910 -0.25541
H 0.58081 2.38843 0.20065
H 1.01740 1.57497 -1.33097
H 2.55998 1.40666 1.04654
H 0.60790 -2.43938 -0.08007
H -2.38356 -1.90199 0.03966
H -2.48428 -0.22455 -0.13908
*
```

## Properties
SMILES   [NH2+]=C1NSNCO1
M   120.16 Da
Relative energy (zero: lowest compared OMol25 entry of this formula, charge and spin)   2.3764 eV
Orbital gap   9.6 eV
HOMO energy   -0.485 Ha
E_LUMO   -0.13300 Eh

=====

Molecular formula: C3H10N2S
Method: DFT, ωB97M-V/def2-TZVPD

```
! RIJCOSX wB97M-V def2-TZVPD def2/J DEFGRID3
* xyz 0 1
C 2.03084 0.22353 2.40056
C 2.12605 0.00386 0.89587
S 0.73401 0.75851 -0.01429
H 2.57142 -0.55505 2.94971
H 2.35675 1.19389 2.75946
H 0.99746 0.10613 2.70733
H 2.98967 0.50135 0.45421
H 2.19857 -1.05453 0.68939
N -1.45287 -0.74666 -2.29641
C -2.31776 -0.69228 -1.22433
N -1.98687 -0.20182 -0.10866
H -0.47551 -0.72161 -1.99192
H -1.55431 0.01974 -2.94955
H -3.35564 -0.95537 -1.43622
H -2.59882 -0.25721 0.69412
H -0.74186 0.13795 0.15534
*
```

## Properties
M   106.19 Da
Relative energy (zero: lowest compared OMol25 entry of this formula, charge and spin)   1.2891 eV
Orbital gap   8.1 eV
HOMO energy   -0.277 Ha
E_LUMO   0.02065 Eh

=====

Molecular formula: C50H65As2BaGeN2O15S
Method: DFT, ωB97M-V/def2-TZVPD

```
! RIJCOSX wB97M-V def2-TZVPD def2/J DEFGRID3
* xyz 0 2
Ba -0.37793 0.49465 0.53185
O -4.84604 -0.17622 -1.04560
C -3.62016 -0.29025 -0.51869
O -3.16574 0.50471 0.26227
C -2.84305 -1.46988 -1.05195
C -3.40924 -2.50076 -1.77924
C -2.56990 -3.51212 -2.23312
C -1.21538 -3.45319 -1.96129
C -0.73116 -2.36820 -1.24064
N -1.53558 -1.41126 -0.79934
C 0.76451 -2.21944 -0.92354
O 1.52916 -3.11305 -1.20834
O 1.04450 -1.09697 -0.32479
H -5.22704 0.63948 -0.66960
H -4.47136 -2.51082 -1.97691
H -2.97628 -4.33615 -2.80368
H -0.52091 -4.21133 -2.29246
C 2.32209 4.68175 -0.08852
C 2.65005 3.41003 0.68589
C 2.11202 3.50203 2.10863
C 4.16148 3.19913 0.69671
O 2.00752 2.34954 -0.03687
Ge 2.61182 0.65346 -0.23510
O 1.94480 0.78695 -1.93547
C 2.71113 0.44139 -3.09710
C 2.79908 -1.06648 -3.26727
C 1.95691 1.05985 -4.27112
C 4.10442 1.05936 -2.99661
O 1.97730 0.40125 1.63602
C 2.63339 -0.45572 2.57629
C 4.12532 -0.14549 2.64449
C 1.97504 -0.14513 3.92080
C 2.41312 -1.92232 2.22031
H 2.79906 5.54772 0.37345
H 1.24547 4.85384 -0.10163
H 2.66780 4.59496 -1.11984
H 2.56526 4.34443 2.63378
H 2.32188 2.58658 2.65395
H 1.02941 3.64328 2.10396
H 4.66688 4.03213 1.18634
H 4.53987 3.11987 -0.32528
H 4.42050 2.28908 1.23622
H 1.80460 -1.49186 -3.39794
H 3.24742 -1.53936 -2.39264
H 3.40212 -1.31503 -4.14172
H 0.95518 0.63386 -4.32547
H 2.47962 0.84544 -5.20457
H 1.88159 2.14253 -4.14937
H 4.68138 0.58704 -2.19626
H 4.02736 2.12759 -2.78402
H 4.65821 0.92596 -3.92597
H 4.28929 0.89931 2.90788
H 4.60259 -0.34522 1.68085
H 4.61248 -0.76850 3.39475
H 2.14600 0.89382 4.20316
H 2.38902 -0.79283 4.69462
H 0.89911 -0.31640 3.85642
H 2.82084 -2.15373 1.23572
H 1.34672 -2.15118 2.21032
H 2.89996 -2.56428 2.95638
C 0.26918 6.95020 2.29577
C -1.21928 6.80993 1.94743
C -1.92609 8.12236 2.29328
C -1.35855 6.57548 0.43671
C -1.78393 5.63071 2.74222
C -2.46722 5.82956 3.95100
C -2.89322 4.77235 4.73317
C -2.62819 3.48068 4.30361
S -2.98957 1.96757 5.05540
C -2.22362 1.12953 3.71116
N -1.75832 1.91417 2.78613
C -1.96981 3.24952 3.09372
C -1.55642 4.32986 2.31714
C -2.17963 -0.34883 3.68839
C -2.82044 -1.04659 4.71883
C -2.82588 -2.42786 4.71894
C -2.19290 -3.10236 3.67982
C -1.56471 -2.38379 2.67146
C -1.51429 -0.97910 2.62019
H 0.71939 7.77372 1.73658
H 0.81186 6.03556 2.05755
H 0.39852 7.14850 3.36078
H -1.54260 8.91936 1.65436
H -1.74708 8.42260 3.32562
H -3.00338 8.05021 2.13695
H -1.17832 7.51351 -0.09182
H -2.34924 6.20633 0.17627
H -0.62616 5.85148 0.07288
H -2.66316 6.83201 4.30057
H -3.40617 4.95495 5.66727
H -1.04898 4.13121 1.38136
H -3.32415 -0.52339 5.52482
H -3.31815 -2.97243 5.51405
H -2.19176 -4.18691 3.66659
H -1.08228 -2.96271 1.88380
C -5.45080 2.13872 -3.07028
O -5.30366 2.67124 -1.74622
C -4.26960 3.49803 -1.49483
O -4.18754 4.06617 -0.44293
C -3.17215 3.54270 -2.52324
C -3.04232 4.50720 -3.42777
As -1.65811 4.53510 -4.82955
C -2.91312 4.94010 -6.28751
C -1.61289 2.59464 -5.16308
C -1.84966 1.65194 -4.24883
As -1.91582 2.03126 -2.30602
C -0.30570 3.12120 -2.09442
C -1.87783 0.15738 -4.45894
O -1.04566 -0.53338 -3.92576
O -2.90354 -0.41353 -5.09218
C -3.91910 0.32945 -5.76917
C -1.11290 2.20945 -6.52427
O -1.27382 1.15071 -7.07162
O -0.38604 3.21311 -7.03469
C 0.22874 2.94986 -8.30580
C -4.12259 5.56015 -3.50033
O -5.27906 5.25778 -3.62952
O -3.79314 6.85602 -3.40350
C -2.47762 7.27318 -3.02494
H -5.52324 2.94817 -3.79419
H -6.37426 1.56666 -3.04920
H -4.62268 1.46542 -3.30650
H -3.29225 5.95292 -6.15196
H -3.75108 4.24486 -6.29548
H -2.37614 4.89307 -7.23248
H -0.11258 3.78549 -2.93605
H 0.55667 2.46753 -1.96193
H -0.44299 3.72157 -1.19381
H -4.73630 -0.37331 -5.90537
H -3.55468 0.67155 -6.73244
H -4.26001 1.17575 -5.16885
H 0.54259 3.91727 -8.68499
H -0.47870 2.47495 -8.98089
H 1.08913 2.29803 -8.16329
H -2.60092 8.25164 -2.56776
H -1.83831 7.36368 -3.90510
H -2.03506 6.58962 -2.30053
*
```

## Properties
⟨S²⟩   0.756
M   1325.92 Da
Relative energy (zero: lowest compared OMol25 entry of this formula, charge and spin)   0.1161 eV
Orbital gap (spin up / spin down)   6.1 / 5.2 eV
HOMO energy (spin up / spin down)   -0.251 / -0.251 Ha
E_LUMO (spin up / spin down)   -0.02846 / -0.06043 Eh

=====

Molecular formula: C21H24N6O3PRhS2
Method: DFT, ωB97M-V/def2-TZVPD

```
! RIJCOSX wB97M-V def2-TZVPD def2/J DEFGRID3
* xyz 2 5
Rh -0.48707 1.43526 -0.26206
C -5.64675 -0.62886 -1.75559
S -5.30136 0.26462 -0.24331
C -3.71683 0.88161 -0.39294
S -2.68236 0.51695 -1.75880
N -3.41512 1.75894 0.55921
N -2.18875 2.15074 0.63561
C -2.02718 3.47747 1.12892
C -0.99578 4.17766 0.53352
C -0.75547 5.55094 0.76124
C 0.22070 6.19486 0.04248
C 0.95890 5.47550 -0.89793
C 0.72136 4.11781 -1.04795
N -0.20578 3.46025 -0.35793
H -6.54995 -1.20163 -1.55512
H -4.82661 -1.29242 -2.01309
H -5.83327 0.08460 -2.55637
H -2.75594 3.90104 1.80558
H -1.36522 6.07444 1.48604
H 0.41042 7.24895 0.19464
H 1.71324 5.95592 -1.50398
H 1.29654 3.53329 -1.75221
N 1.73324 -8.84421 -1.82166
C 1.35538 -7.81108 -1.49143
C 0.88109 -6.51153 -1.07795
C 0.89388 -6.16340 0.26995
C 0.44417 -4.91612 0.66738
C -0.02732 -4.02960 -0.28587
C -0.05222 -4.36713 -1.62860
C 0.41026 -5.60886 -2.02613
N -0.49066 -2.73068 0.12724
C -1.08407 -2.41448 1.33384
C -1.29037 -1.07568 1.32154
N -0.83817 -0.56715 0.11753
C -0.35502 -1.59334 -0.56747
H 1.26316 -6.86749 1.00315
H 0.48371 -4.63909 1.71316
H -0.45173 -3.68369 -2.36758
H 0.39458 -5.88756 -3.07104
H -1.33305 -3.15912 2.07017
H -1.73834 -0.45078 2.07499
H 0.09991 -1.53694 -1.54157
C 3.47505 1.62886 -1.25665
O 2.86011 1.97103 0.00890
P 1.64560 1.14342 0.60214
O 2.07916 -0.36426 0.61948
C 3.24627 -0.80835 1.37222
O 1.68628 1.55872 2.12295
C 1.66402 2.92980 2.58319
H 4.43900 2.12430 -1.27394
H 2.86842 1.98424 -2.08866
H 3.61442 0.55301 -1.33809
H 3.58031 -1.72655 0.90220
H 2.94983 -0.98910 2.40138
H 4.03507 -0.05990 1.33826
H 2.17341 2.94402 3.54064
H 0.63129 3.24855 2.71230
H 2.18558 3.58221 1.88408
*
```

## Properties
⟨S²⟩   6.069
M   606.48 Da
Orbital gap (spin up / spin down)   7.5 / 4.7 eV
HOMO energy (spin up / spin down)   -0.472 / -0.520 Ha
E_LUMO (spin up / spin down)   -0.19614 / -0.34568 Eh

=====

Short version: strongest force on any atom = 0.4; 0.7; 0.5; 4.1; 5.2; 1.6; 4.2; 0.9 eV Å⁻¹, in the order given.